1.
ORCA calculation (the ωB97M-V functional and the def2-TZVPD basis) on a structure of composition C55H46BeOP3Si.

The value obtained for the electronic energy is -95972.47386 eV. Its net charge is +1. As for the orbital gap: 7.72 eV. Its lowest unoccupied orbital energy is -2.145 eV.

CARTESIAN COORDINATES (ANGSTROEM)
Be  0.585  -0.106  0.904
C  4.567  -0.482  -5.028
C  4.273  -0.998  -3.775
C  3.097  -0.622  -3.133
C  2.208  0.277  -3.718
C  2.504  0.760  -4.995
C  3.675  0.393  -5.639
P  0.634  0.580  -2.809
C  -0.571  0.433  -4.189
C  -0.601  -0.778  -4.890
C  -1.523  -0.992  -5.901
C  -2.437  0.005  -6.232
C  -2.415  1.208  -5.546
C  -1.493  1.419  -4.525
C  0.549  2.379  -2.396
C  1.005  3.368  -3.266
C  0.856  4.716  -2.971
C  0.238  5.094  -1.790
C  -0.213  4.119  -0.909
C  -0.071  2.754  -1.186
Si  -0.633  1.439  0.055
C  -1.308  2.281  1.635
C  -2.323  3.246  1.621
C  -2.678  3.952  2.759
C  -1.996  3.735  3.950
C  -1.006  2.767  4.005
C  -0.685  2.013  2.872
P  0.508  0.630  2.951
C  2.111  1.346  3.435
C  3.146  0.466  3.764
C  4.416  0.948  4.036
C  4.665  2.317  3.985
C  3.642  3.194  3.661
C  2.368  2.711  3.380
C  0.129  -0.518  4.317
C  0.334  -1.869  4.034
C  0.138  -2.841  5.004
C  -0.283  -2.471  6.273
C  -0.494  -1.129  6.565
C  -0.283  -0.156  5.598
C  -1.999  0.457  -0.850
C  -3.011  1.052  -1.606
C  -3.831  0.296  -2.432
C  -3.614  -1.071  -2.569
C  -2.620  -1.692  -1.825
C  -1.847  -0.938  -0.948
P  -0.807  -1.714  0.354
C  -2.170  -2.195  1.495
C  -2.966  -3.313  1.238
C  -4.060  -3.597  2.038
C  -4.395  -2.759  3.094
C  -3.643  -1.620  3.330
C  -2.540  -1.344  2.532
C  -0.106  -3.241  -0.325
C  0.554  -3.130  -1.552
C  1.163  -4.237  -2.122
C  1.133  -5.460  -1.462
C  0.507  -5.569  -0.228
C  -0.108  -4.463  0.346
H  5.474  -0.779  -5.540
H  4.952  -1.699  -3.304
H  2.847  -1.057  -2.170
H  1.800  1.396  -5.514
H  3.887  0.775  -6.630
H  0.123  -1.554  -4.655
H  -1.528  -1.934  -6.436
H  -3.159  -0.159  -7.021
H  -3.117  1.992  -5.805
H  -1.494  2.363  -3.994
H  1.483  3.094  -4.194
H  1.217  5.465  -3.666
H  0.110  6.143  -1.552
H  -0.667  4.434  0.022
H  -2.848  3.454  0.694
H  -3.470  4.690  2.715
H  -2.232  4.317  4.831
H  -0.464  2.625  4.931
H  2.950  -0.600  3.837
H  5.211  0.260  4.294
H  5.656  2.695  4.203
H  3.830  4.260  3.628
H  1.580  3.400  3.100
H  0.631  -2.168  3.034
H  0.303  -3.884  4.766
H  -0.449  -3.224  7.033
H  -0.821  -0.835  7.554
H  -0.451  0.878  5.861
H  -3.146  2.130  -1.574
H  -4.616  0.777  -3.005
H  -4.218  -1.653  -3.254
H  -2.453  -2.759  -1.931
H  -2.745  -3.963  0.400
H  -4.661  -4.473  1.830
H  -5.251  -2.986  3.718
H  -3.910  -0.938  4.127
H  -1.996  -0.428  2.701
H  0.569  -2.170  -2.065
H  1.663  -4.146  -3.078
H  1.599  -6.328  -1.910
H  0.495  -6.519  0.292
H  -0.584  -4.555  1.314
C  3.039  0.792  0.183
O  2.201  -0.360  0.529
H  3.937  0.441  -0.313
H  3.284  1.354  1.080
H  2.452  1.401  -0.498
H  2.713  -1.013  1.018

***

2.
ORCA calculation (the ωB97M-V functional and the def2-TZVPD basis) on a cluster of 2 separate species, C7H13ClNOP in total.

The value obtained for the electronic energy is -32814.99230 eV. Its net charge is 0. As for the orbital gap (alpha / beta): 5.90 / 5.89 eV. Its lowest unoccupied orbital energy (alpha / beta) is -2.081 / -2.082 eV.

CARTESIAN COORDINATES (ANGSTROEM)
C  1.479  -2.103  0.729
C  -1.541  0.375  0.531
C  -2.190  -0.888  0.766
C  -2.097  1.449  1.259
C  0.102  2.252  -0.626
C  2.346  -1.734  -0.383
C  1.434  -1.234  -1.512
N  0.680  -2.301  1.539
O  0.342  -0.354  -1.103
P  0.114  0.570  0.119
Cl  3.565  1.257  -0.278
H  -2.474  -1.344  -0.197
H  -1.456  -1.476  1.425
H  -3.206  -0.815  1.289
H  -2.075  2.355  0.680
H  -1.326  1.519  2.081
H  -3.193  1.345  1.503
H  1.199  2.397  -0.787
H  -0.294  1.979  -1.633
H  -0.193  2.992  0.071
H  2.981  -0.875  -0.149
H  2.968  -2.642  -0.864
H  0.926  -1.990  -2.083
H  1.909  -0.735  -2.376

***

3.
ORCA calculation (the ωB97M-V functional and the def2-TZVPD basis) on a cluster of 10 separate species, C6H30O10 in total.

As for the structure (SMILES): C/C=C/CCCO.O.O.O.O.O.O.O.O.O. The value obtained for the electronic energy is -27183.52914 eV. Its net charge is 0. As for the orbital gap: 10.02 eV. Its lowest unoccupied orbital energy is 0.350 eV.

CARTESIAN COORDINATES (ANGSTROEM)
C  1.238  -2.843  -1.257
O  2.554  -2.524  -1.691
C  0.777  -1.983  -0.105
C  -0.558  -2.439  0.475
C  -1.801  -1.623  0.241
C  -2.479  -1.780  -0.888
C  -3.760  -1.071  -1.270
H  1.220  -3.896  -0.975
H  0.642  -2.673  -2.155
H  3.199  -2.497  -0.987
H  0.697  -0.927  -0.364
H  1.543  -1.892  0.671
H  -0.419  -2.696  1.535
H  -0.799  -3.490  0.259
H  -2.191  -0.990  1.027
H  -2.221  -2.517  -1.646
H  -4.644  -1.656  -1.004
H  -3.812  -0.107  -0.771
H  -3.841  -0.967  -2.352
H  3.521  0.887  0.310
H  2.336  0.068  0.731
O  2.786  0.403  -0.051
H  -2.074  1.149  0.706
H  -2.851  2.328  1.099
O  -2.473  1.532  1.502
H  -2.205  3.379  -1.331
H  -0.908  2.665  -0.923
O  -1.651  3.167  -0.577
H  -0.042  0.975  3.085
H  -0.098  -0.160  4.274
O  0.067  0.032  3.352
H  0.502  2.754  1.599
H  -0.929  2.219  2.007
O  -0.068  2.544  2.356
H  -0.488  0.830  -2.952
H  -1.345  0.000  -1.932
O  -0.973  0.869  -2.129
H  1.014  1.806  -0.806
H  2.002  2.907  -0.274
O  1.082  2.650  -0.353
H  3.033  0.959  3.527
H  1.946  0.102  2.994
O  2.876  0.339  2.804
H  1.180  -0.192  -2.314
H  2.177  0.363  -3.307
O  1.310  -0.034  -3.258

***

4.
ORCA calculation (the ωB97M-V functional and the def2-TZVPD basis) on a structure of composition C17H13Cl2F7LiN6.

The value obtained for the electronic energy is -71052.24699 eV. Its net charge is -1. As for the orbital gap (alpha / beta): 5.18 / 5.18 eV. Its lowest unoccupied orbital energy (alpha / beta) is 0.586 / 0.585 eV.

CARTESIAN COORDINATES (ANGSTROEM)
Li  -2.626  -0.672  0.073
N  -2.991  -1.627  -1.748
C  -4.452  -1.768  -1.859
C  -5.206  -1.998  -0.552
N  -4.743  -0.959  0.394
H  -2.577  -1.055  -2.449
H  -2.522  -2.502  -1.763
H  -4.641  -2.596  -2.560
H  -4.730  -0.872  -2.426
H  -4.988  -2.936  -0.105
H  -6.265  -1.973  -0.822
H  -5.213  -1.122  1.293
H  -4.958  -0.073  0.114
Cl  -1.080  5.860  -0.918
C  -0.341  4.279  -1.099
Cl  1.446  4.269  -0.752
H  -0.590  3.889  -2.080
H  -0.716  3.624  -0.352
C  0.887  0.827  0.647
H  1.331  1.741  0.228
H  -0.050  0.653  0.223
H  0.706  0.877  1.714
F  -1.875  1.738  -1.678
C  -2.680  1.275  -0.607
F  -3.979  1.335  -1.274
F  -2.778  2.327  0.216
F  1.167  -1.255  -0.356
C  1.863  -0.315  0.449
C  3.110  0.116  -0.230
F  2.815  0.895  -1.340
C  4.401  -0.097  0.132
C  4.594  -0.916  1.368
C  3.503  -1.302  2.128
F  3.732  -2.132  3.181
C  2.124  -1.110  1.748
C  1.104  -1.647  2.380
C  -0.270  -1.584  1.988
N  -1.278  -1.479  1.459
C  1.231  -2.503  3.548
N  1.205  -3.129  4.492
F  5.789  -1.146  1.884
C  5.484  0.598  -0.490
C  5.311  1.932  -0.985
N  5.172  2.980  -1.437
C  6.749  -0.044  -0.713
N  7.822  -0.405  -1.066

***

no.,largest force on an atom (eV Å⁻¹)
1,0.69
2,3.58
3,2.28
4,4.03